[1]
A cluster of 2 separate species, C7H17IN2O2P in total in a non-equilibrium geometry. Source: the Open Molecules 2025 dataset; level of theory: ωB97M-V/def2-TZVPD.

Structure (ORCA input):
```
! wB97M-V def2-TZVPD RIJCOSX def2/J DEFGRID3
* xyz 1 1
C -0.36 1.95 0.01
C 0.97 -0.13 0.04
C 0.66 1.01 -0.84
C 0.63 -1.58 1.73
C -1.41 0.56 2.65
C 1.84 2.01 -1.16
C -0.02 0.40 -2.06
N -1.68 1.29 0.19
N 0.11 -0.69 0.80
O 1.37 2.88 -2.18
O -0.81 -0.69 -1.60
P -1.64 -0.17 0.96
I -0.27 -4.21 -1.50
H 0.00 1.96 0.98
H -0.40 2.95 -0.46
H -0.36 -5.62 -2.09
H 1.94 -0.55 -0.10
H 1.57 -1.16 2.07
H 0.10 -1.32 2.67
H 0.59 -2.59 1.43
H -0.59 1.31 2.82
H -1.17 -0.24 3.36
H -2.37 1.06 2.83
H 2.69 1.38 -1.51
H 1.94 2.50 -0.18
H 0.61 0.17 -2.87
H -0.70 1.20 -2.51
H -2.25 1.46 -0.63
H 2.04 2.86 -2.88
H -1.46 -0.73 -2.27
*
```

Calculated values
**ΔE to the lowest compared entry with this formula, charge and spin**: 0.000 eV
**Lowest unoccupied orbital energy**: -4.03 eV
**E_HOMO**: -12.683 eV
**Kohn-Sham gap**: 8.65 eV

Here are the Mulliken charges for atoms 1 to 5, given in e:
1. C -1.49
2. C -0.68
3. C 1.78
4. C -0.70
5. C -1.18

***

[2]
A cluster of 2 separate species, C16H11Cl6O3 in total in a non-equilibrium geometry. Source: the Open Molecules 2025 dataset; level of theory: ωB97M-V/def2-TZVPD.

Structure (ORCA input):
```
! wB97M-V def2-TZVPD RIJCOSX def2/J DEFGRID3
* xyz -1 1
Cl -0.32 0.34 -2.12
C 1.03 3.81 0.96
Cl 1.64 3.81 -0.63
C -0.42 4.02 1.04
O -1.16 3.91 0.06
C -0.95 4.14 2.42
Cl -2.64 4.35 2.56
C -0.17 3.73 3.50
Cl -0.93 3.52 5.04
C 1.09 3.08 3.28
Cl 1.69 2.01 4.48
C 1.66 3.11 1.98
Cl 3.04 2.14 1.63
C 4.45 -1.48 -1.07
C 3.17 -1.62 -0.29
O 2.11 -1.40 -1.24
C 0.89 -1.71 -0.78
C -0.22 -1.38 -1.80
C -1.63 -1.81 -1.44
C -2.10 -2.04 -0.15
C -3.48 -2.25 0.06
C -4.35 -2.26 -1.05
C -3.86 -2.04 -2.36
C -2.51 -1.85 -2.54
O 0.68 -2.17 0.33
H 5.32 -1.38 -0.43
H 4.64 -2.36 -1.70
H 4.39 -0.61 -1.72
H 3.11 -2.62 0.16
H 3.11 -0.85 0.49
H 0.01 -1.82 -2.80
H -1.42 -2.01 0.72
H -3.87 -2.37 1.07
H -5.42 -2.33 -0.91
H -4.51 -1.99 -3.24
H -2.08 -1.60 -3.51
*
```

Calculated values
**Lowest unoccupied orbital energy**: 2.61 eV
**E_HOMO**: -3.647 eV
**Kohn-Sham gap**: 6.26 eV

Here are the Mulliken charges for atoms 1 to 5, given in e:
1. Cl -0.12
2. C -0.15
3. Cl -0.19
4. C 0.37
5. O -0.73

***

[3]
A cluster of 14 separate species, C41H86Cl2N10O19 in total in a non-equilibrium geometry. Source: the Open Molecules 2025 dataset; level of theory: ωB97M-V/def2-TZVPD.

Structure (ORCA input):
```
! wB97M-V def2-TZVPD RIJCOSX def2/J DEFGRID3
* xyz 0 1
C -3.97 0.40 -3.04
C -3.57 1.61 -2.22
O -4.00 1.21 -0.91
C -3.88 -0.14 -0.86
O -3.82 -0.77 0.15
O -3.79 -0.66 -2.10
H -3.33 0.34 -3.92
H -4.99 0.46 -3.42
H -4.17 2.49 -2.46
H -2.56 1.98 -2.35
C 1.84 0.92 4.45
C 2.87 2.04 4.09
O 2.11 3.24 4.20
C 0.81 2.97 4.46
O -0.05 3.78 4.48
O 0.63 1.65 4.68
H 2.06 0.48 5.43
H 1.73 0.22 3.63
H 3.09 1.90 3.03
H 3.69 2.04 4.80
C -0.94 -3.09 -4.96
C -1.06 -1.58 -4.69
O -1.33 -1.56 -3.29
C -0.84 -2.68 -2.72
O -0.77 -2.91 -1.56
O -0.54 -3.59 -3.68
H -0.15 -3.31 -5.67
H -1.82 -3.60 -5.35
H -1.87 -1.05 -5.19
H -0.15 -1.04 -4.92
C -6.82 -2.84 -0.71
C -5.82 -3.99 -0.64
O -6.14 -5.15 -0.82
N -4.57 -3.62 -0.30
C -3.46 -4.52 -0.07
H -7.68 -3.17 -1.28
H -6.40 -2.03 -1.31
H -7.02 -2.51 0.31
H -4.37 -2.63 -0.22
H -3.03 -4.95 -0.97
H -3.70 -5.28 0.67
H -2.68 -3.87 0.34
C 1.81 -2.98 4.23
C 2.71 -2.41 3.16
O 2.29 -2.27 2.01
N 3.97 -2.04 3.52
C 4.90 -1.47 2.55
H 2.24 -3.87 4.69
H 0.91 -3.31 3.72
H 1.55 -2.27 5.01
H 4.19 -1.93 4.49
H 4.38 -0.79 1.87
H 5.39 -2.25 1.97
H 5.67 -0.92 3.09
C 3.70 2.00 -0.71
C 4.93 2.01 -1.60
O 4.97 1.38 -2.65
N 5.89 2.87 -1.21
C 7.12 3.10 -1.95
H 3.23 2.99 -0.72
H 3.90 1.76 0.33
H 3.01 1.27 -1.10
H 5.69 3.37 -0.36
H 7.45 4.11 -1.72
H 6.95 3.03 -3.02
H 7.88 2.42 -1.56
C 0.73 3.25 -3.77
C -0.55 2.67 -4.33
O -0.78 1.47 -4.26
N -1.40 3.54 -4.91
C -2.66 3.16 -5.51
H 1.57 2.88 -4.36
H 0.81 2.93 -2.73
H 0.74 4.34 -3.74
H -1.13 4.51 -4.98
H -2.85 3.78 -6.38
H -3.50 3.26 -4.81
H -2.64 2.10 -5.72
C 3.86 -1.59 -6.52
C 3.06 -1.66 -5.24
O 2.99 -2.69 -4.58
N 2.52 -0.50 -4.81
C 2.02 -0.41 -3.47
H 3.49 -2.27 -7.29
H 4.92 -1.78 -6.38
H 3.78 -0.59 -6.96
H 2.73 0.35 -5.31
H 1.36 0.43 -3.27
H 2.82 -0.31 -2.73
H 1.38 -1.23 -3.16
C 1.82 7.06 -2.75
C 1.91 5.98 -1.69
O 2.94 5.32 -1.57
N 0.77 5.70 -1.03
C 0.63 4.65 -0.04
H 0.85 7.00 -3.26
H 2.58 6.84 -3.50
H 1.97 8.05 -2.32
H -0.06 6.22 -1.25
H -0.04 4.91 0.77
H 1.59 4.39 0.40
H 0.29 3.72 -0.52
C 0.30 0.15 -0.49
C 0.16 0.53 0.96
O 0.58 1.62 1.37
N -0.42 -0.33 1.80
C -0.75 -1.72 1.49
H -0.48 -0.56 -0.75
H 1.29 -0.32 -0.49
H 0.37 1.00 -1.16
H -0.40 -0.05 2.77
H -1.58 -1.84 0.79
H -0.99 -2.21 2.43
H 0.11 -2.20 1.03
C 5.90 -4.45 -3.54
C 5.64 -3.75 -2.23
O 6.33 -3.99 -1.24
N 4.56 -2.94 -2.21
C 4.09 -2.25 -1.04
H 5.29 -5.36 -3.61
H 6.94 -4.71 -3.70
H 5.60 -3.84 -4.40
H 4.05 -2.81 -3.08
H 4.50 -1.23 -0.93
H 4.37 -2.74 -0.11
H 3.01 -2.17 -1.07
C -3.61 2.64 5.59
C -4.57 3.13 4.54
O -5.41 3.98 4.82
N -4.48 2.60 3.29
C -3.30 1.94 2.79
H -3.47 1.55 5.56
H -4.02 2.75 6.59
H -2.67 3.17 5.42
H -5.17 2.91 2.63
H -3.55 1.45 1.85
H -2.92 1.18 3.47
H -2.48 2.60 2.49
C -5.48 -4.95 4.00
C -5.56 -3.45 3.78
O -6.60 -2.82 3.92
N -4.42 -2.87 3.33
C -4.34 -1.44 3.19
H -6.36 -5.32 4.51
H -4.60 -5.19 4.61
H -5.36 -5.41 3.01
H -3.58 -3.43 3.28
H -4.93 -1.10 2.34
H -3.34 -1.02 3.06
H -4.81 -0.93 4.04
Cl -1.03 -1.22 5.37
C -0.37 -0.90 6.99
C -0.92 0.37 7.62
Cl -2.67 0.24 7.96
H 0.71 -0.84 6.94
H -0.68 -1.71 7.64
H -0.77 1.27 7.04
H -0.43 0.53 8.58
*
```

Calculated values
**ΔE to the lowest compared entry with this formula, charge and spin**: 0.123 eV
**Lowest unoccupied orbital energy**: -0.25 eV
**E_HOMO**: -8.774 eV
**Kohn-Sham gap**: 8.52 eV

Here are the Mulliken charges for atoms 1 to 5, given in e:
1. C 0.12
2. C 0.03
3. O -0.48
4. C 0.48
5. O -0.05

***

[4]
A cluster of 2 separate species, C15H20N3S2 in total in a non-equilibrium geometry. Source: the Open Molecules 2025 dataset; level of theory: ωB97M-V/def2-TZVPD.

Structure (ORCA input):
```
! wB97M-V def2-TZVPD RIJCOSX def2/J DEFGRID3
* xyz 1 1
C 2.93 -1.85 3.08
C 3.06 -0.48 2.85
C 2.79 0.06 1.59
C 2.31 -0.78 0.56
C 1.77 -0.21 -0.67
S 1.48 -1.21 -2.03
C 2.13 -0.08 -3.33
C 2.03 1.36 -2.86
S 2.02 1.45 -1.03
C 2.29 -2.17 0.77
C 2.55 -2.70 2.03
H 3.12 -2.26 4.07
H 3.37 0.19 3.66
H 2.91 1.12 1.41
H 3.16 -0.37 -3.54
H 1.52 -0.27 -4.23
H 2.89 1.95 -3.19
H 1.12 1.84 -3.23
H 2.03 -2.83 -0.06
H 2.47 -3.77 2.20
C -2.29 -0.55 1.94
C -0.84 -0.35 1.52
N -0.61 -0.08 0.12
C -1.61 0.46 -0.50
N -2.84 0.74 0.02
C -3.21 0.52 1.39
C -3.66 1.49 -0.90
C -2.86 1.47 -2.19
N -1.62 0.87 -1.81
H -2.63 -1.53 1.58
H -2.36 -0.56 3.03
H -0.42 0.48 2.11
H -0.25 -1.24 1.78
H -4.26 0.22 1.43
H -3.10 1.45 1.97
H -4.65 1.04 -1.01
H -3.81 2.52 -0.55
H -3.38 0.86 -2.95
H -2.72 2.48 -2.59
H -0.82 0.71 -2.41
*
```

Calculated values
**ΔE to the lowest compared entry with this formula, charge and spin**: 0.389 eV
**Lowest unoccupied orbital energy**: -4.67 eV
**E_HOMO**: -11.161 eV
**Kohn-Sham gap**: 6.49 eV

Here are the Mulliken charges for atoms 1 to 5, given in e:
1. C -0.38
2. C -0.69
3. C -0.33
4. C 0.45
5. C 0.49

***

[5]
A cluster of 2 separate species, H3NS2 in total in a non-equilibrium geometry. Source: the Open Molecules 2025 dataset; level of theory: ωB97M-V/def2-TZVPD.

Structure (ORCA input):
```
! wB97M-V def2-TZVPD RIJCOSX def2/J DEFGRID3
* xyz 0 1
N 0.81 -1.34 1.26
S 0.03 2.24 -1.24
S 0.03 -0.64 0.12
H 0.45 -1.37 2.23
H 0.56 2.96 -0.22
H 0.64 -1.32 -0.92
*
```

Calculated values
**ΔE to the lowest compared entry with this formula, charge and spin**: 3.141 eV
**Lowest unoccupied orbital energy (alpha / beta)**: -0.67 / -2.14 eV
**E_HOMO (alpha / beta)**: -9.638 / -8.591 eV
**Kohn-Sham gap (alpha / beta)**: 8.96 / 6.45 eV

Here are the Mulliken charges for atoms 1 to 5, given in e:
1. N -0.43
2. S -0.23
3. S 0.08
4. H 0.25
5. H 0.14

***

no.,E (eV)
1,-31991.15130
2,-98049.02828
3,-122765.76975
4,-42013.85306
5,-23205.84349